Entry 1:
The following is a quantum chemistry calculation of a structure of composition C30H36F7NO7P2Pd, from OMol25.

Total charge ... -2
Gap between HOMO and LUMO ... 4.2 eV
Strongest force on any atom ... 1.317 eV/Å

Atoms and positions in Å:
Pd  -1.16  0.44  -0.92
C  2.42  -3.51  -1.23
C  3.37  -2.32  -1.34
C  4.19  -2.15  -0.07
O  2.65  -1.16  -1.77
P  1.81  -0.03  -1.01
O  1.36  0.95  -2.00
C  0.85  -0.77  0.33
P  0.02  0.51  1.37
O  -0.35  1.92  1.10
O  1.20  0.74  2.51
C  1.65  -0.26  3.40
C  3.17  -0.30  3.34
C  1.16  0.06  4.80
O  -0.96  -0.44  2.24
C  -2.17  0.01  2.88
C  -2.48  -1.06  3.92
C  -3.31  0.18  1.89
O  2.95  0.64  -0.04
C  3.50  1.93  -0.37
C  4.99  1.87  -0.08
C  2.80  3.01  0.44
H  2.99  -4.43  -1.06
H  1.84  -3.61  -2.15
H  1.72  -3.37  -0.40
H  4.06  -2.51  -2.16
H  3.53  -2.05  0.80
H  4.81  -1.26  -0.12
H  4.82  -3.03  0.08
H  1.56  -1.31  0.98
H  0.06  -1.43  -0.03
H  1.25  -1.24  3.11
H  3.58  0.63  3.73
H  3.50  -0.40  2.30
H  3.57  -1.14  3.92
H  1.47  1.08  5.06
H  1.55  -0.64  5.53
H  0.07  0.03  4.82
H  -1.97  0.96  3.38
H  -2.72  -1.99  3.40
H  -3.35  -0.76  4.51
H  -1.64  -1.24  4.58
H  -3.65  -0.80  1.54
H  -2.96  0.73  1.02
H  -4.14  0.72  2.35
H  3.34  2.12  -1.43
H  5.15  1.58  0.97
H  5.44  2.85  -0.24
H  5.49  1.15  -0.72
H  2.91  2.81  1.51
H  1.73  3.01  0.22
H  3.21  3.99  0.20
F  -6.77  -0.19  -1.72
C  -5.70  0.66  -1.74
C  -4.44  0.19  -1.50
C  -3.32  1.04  -1.47
C  -3.57  2.42  -1.73
C  -4.87  2.83  -2.01
F  -5.14  4.14  -2.35
C  -5.96  1.99  -2.02
C  -2.43  3.38  -1.70
C  -2.58  4.73  -1.34
C  -1.47  5.56  -1.38
C  -0.25  5.04  -1.77
C  -0.19  3.69  -2.08
N  -1.25  2.89  -2.05
H  -4.32  -0.88  -1.32
H  -6.95  2.35  -2.25
H  -3.53  5.10  -1.01
H  -1.57  6.61  -1.11
H  0.64  5.66  -1.83
H  0.75  3.23  -2.37
F  -1.64  -6.94  -2.64
C  -1.35  -5.62  -2.60
C  -0.60  -5.02  -3.59
F  -0.19  -5.77  -4.63
C  -0.26  -3.68  -3.52
F  0.48  -3.18  -4.53
C  -0.61  -2.82  -2.44
O  -0.20  -1.63  -2.35
C  -1.43  -3.50  -1.47
F  -1.89  -2.80  -0.42
C  -1.76  -4.83  -1.54
F  -2.49  -5.40  -0.56

=====

Entry 2:
The following is a quantum chemistry calculation of a structure of composition C30H36FMoN6O4, from OMol25.

Total charge ... +1
Gap between HOMO and LUMO (spin up / spin down) ... 5.9 / 5.6 eV
<S²> ... 2.020
Strongest force on any atom ... 0.945 eV/Å
2S+1 ... 3

Atoms and positions in Å:
Mo  0.19  -0.77  -1.19
C  -3.87  -0.44  1.57
C  -2.57  -1.19  1.23
C  -2.78  -2.68  1.51
C  -1.41  -0.56  1.98
C  -1.20  -0.91  3.30
C  -0.22  -0.29  4.05
C  0.47  0.78  3.51
C  0.27  1.22  2.20
C  0.88  2.59  1.93
C  1.48  2.98  0.58
C  -0.12  3.67  2.39
C  -0.61  0.44  1.41
N  -0.66  0.56  -0.03
C  -1.40  1.60  -0.58
C  -2.42  2.30  0.07
C  -3.08  3.33  -0.58
C  -2.74  3.71  -1.87
C  -1.71  3.05  -2.54
C  -1.09  2.02  -1.87
F  -0.04  1.33  -2.47
H  -4.72  -0.95  1.12
H  -3.88  0.59  1.23
H  -4.03  -0.44  2.65
H  -2.39  -1.07  0.15
H  -3.22  -2.83  2.49
H  -1.86  -3.25  1.46
H  -3.49  -3.09  0.79
H  -1.79  -1.70  3.75
H  -0.02  -0.60  5.07
H  1.18  1.32  4.13
H  1.72  2.65  2.64
H  0.81  2.83  -0.26
H  2.42  2.46  0.40
H  1.71  4.05  0.61
H  -0.89  3.84  1.65
H  0.40  4.61  2.55
H  -0.60  3.39  3.33
H  -2.66  2.04  1.09
H  -3.87  3.86  -0.07
H  -3.25  4.52  -2.36
H  -1.39  3.32  -3.53
O  5.85  0.10  2.90
C  4.85  -0.53  3.24
O  4.45  -1.00  4.30
C  3.79  -0.62  2.11
C  3.87  0.22  1.00
C  2.90  0.17  0.03
N  1.88  -0.70  0.09
C  1.83  -1.54  1.15
C  2.74  -1.52  2.17
C  0.70  -2.51  1.07
O  0.50  -3.42  1.82
O  -0.08  -2.29  -0.01
H  4.71  0.90  0.94
H  2.91  0.83  -0.83
H  2.65  -2.18  3.03
N  0.05  -2.84  -2.52
C  -1.15  -2.89  -3.37
C  -2.27  -2.20  -2.62
N  -1.81  -0.83  -2.32
H  0.87  -3.14  -3.05
H  -0.06  -3.49  -1.74
H  -1.43  -3.92  -3.64
H  -0.94  -2.35  -4.30
H  -2.45  -2.70  -1.66
H  -3.20  -2.20  -3.19
H  -2.50  -0.34  -1.75
H  -1.77  -0.30  -3.20
N  3.70  -1.19  -3.71
C  2.98  -0.44  -4.61
C  1.81  -0.15  -3.99
N  1.81  -0.70  -2.73
C  2.97  -1.32  -2.60
H  4.63  -1.55  -3.85
H  3.36  -0.18  -5.57
H  0.99  0.43  -4.36
H  3.31  -1.86  -1.73

=====

Entry 3:
The following is a quantum chemistry calculation of a cluster of 7 separate species, C30H36O16 in total, from OMol25.

Structure (SMILES) ... O=C1C=C(O)C(=O)C=C1O.O=C1C=C(O)C(=O)C=C1O.O=C1C=C(O)C(=O)C=C1O.CC(C)=O.CC(C)=O.CC(C)=O.CC(C)=O
Gap between HOMO and LUMO ... 6.1 eV
Strongest force on any atom ... 11.448 eV/Å

Atoms and positions in Å:
O  -12.54  -13.99  12.81
C  -13.32  -14.32  13.74
C  -12.81  -14.60  15.02
C  -13.63  -15.11  16.14
O  -13.20  -15.18  17.39
C  -15.09  -15.43  15.91
O  -15.84  -15.86  16.78
C  -15.60  -15.05  14.66
C  -14.77  -14.46  13.57
O  -15.31  -14.01  12.33
H  -11.74  -14.33  15.21
H  -12.26  -15.00  17.55
H  -16.71  -15.18  14.35
H  -14.58  -13.77  11.90
O  -7.65  -11.10  21.33
C  -8.28  -11.91  20.63
C  -9.68  -11.85  20.55
C  -10.51  -12.83  19.64
O  -11.85  -13.14  19.78
C  -9.74  -13.81  18.79
O  -10.28  -14.61  18.01
C  -8.32  -13.80  18.80
C  -7.59  -12.83  19.86
O  -6.33  -12.79  19.86
H  -10.30  -11.32  21.18
H  -12.12  -12.58  20.46
H  -7.83  -14.50  18.13
H  -6.13  -12.14  20.57
O  -7.46  -12.36  15.20
C  -7.87  -11.61  16.03
C  -7.07  -10.87  16.95
C  -7.69  -9.83  17.96
O  -6.92  -9.21  19.00
C  -9.14  -9.68  17.99
O  -9.71  -8.85  18.72
C  -10.02  -10.46  17.14
C  -9.36  -11.50  16.19
O  -10.11  -12.42  15.48
H  -6.04  -11.19  16.85
H  -6.00  -9.04  18.92
H  -11.08  -10.39  17.33
H  -9.59  -12.99  15.05
C  -16.54  -13.35  21.92
C  -16.72  -13.18  20.46
C  -16.11  -14.22  19.73
O  -17.31  -12.23  19.90
H  -15.59  -13.43  22.30
H  -17.16  -14.03  22.42
H  -16.74  -12.34  22.28
H  -15.92  -15.14  20.38
H  -15.11  -13.89  19.27
H  -16.93  -14.47  19.08
C  -14.32  -10.48  12.54
C  -13.74  -9.13  12.80
C  -14.56  -7.89  12.46
O  -12.70  -8.94  13.31
H  -14.29  -10.90  11.64
H  -15.17  -10.57  13.30
H  -13.59  -11.15  12.91
H  -13.97  -7.09  11.79
H  -14.75  -7.35  13.36
H  -15.44  -8.15  11.81
C  -13.90  -10.96  18.45
C  -14.63  -10.81  17.13
C  -15.50  -11.99  16.76
O  -14.42  -9.87  16.48
H  -13.73  -9.98  18.80
H  -12.85  -11.32  18.25
H  -14.47  -11.38  19.14
H  -15.81  -11.97  15.69
H  -16.56  -11.93  17.18
H  -14.97  -12.82  17.07
C  -10.70  -11.10  10.49
C  -9.53  -11.82  11.11
C  -9.45  -12.00  12.67
O  -8.60  -12.32  10.46
H  -11.55  -11.52  10.91
H  -10.42  -11.08  9.42
H  -10.93  -10.12  10.84
H  -9.80  -11.10  13.00
H  -8.50  -12.40  13.01
H  -10.18  -12.70  12.99

=====

Entry 4:
The following is a quantum chemistry calculation of a cluster of 6 separate species, C30H36O6 in total, from OMol25.

Total charge ... +1
Gap between HOMO and LUMO (spin up / spin down) ... 6.4 / 2.4 eV
<S²> ... 0.771
Strongest force on any atom ... 3.727 eV/Å
2S+1 ... 2

Atoms and positions in Å:
C  24.83  12.28  -12.62
O  25.17  11.84  -11.34
C  26.29  12.26  -10.77
O  26.94  13.23  -11.08
O  26.55  11.44  -9.68
C  27.65  11.85  -8.78
H  24.40  13.28  -12.67
H  24.15  11.49  -12.93
H  25.61  12.32  -13.38
H  28.62  11.48  -9.10
H  27.38  11.54  -7.77
H  27.83  12.93  -8.73
C  29.91  14.56  -11.88
O  30.13  14.27  -13.20
C  29.54  13.20  -13.82
O  28.78  12.36  -13.31
O  29.99  13.23  -15.14
C  29.70  12.07  -15.91
H  28.88  14.72  -11.59
H  30.54  15.41  -11.63
H  30.14  13.71  -11.23
H  30.13  11.21  -15.40
H  30.26  12.18  -16.84
H  28.61  12.02  -15.89
C  21.39  14.89  -7.52
C  21.86  13.83  -8.24
C  23.17  13.41  -8.36
C  24.06  14.29  -7.82
C  23.72  15.35  -6.96
C  22.32  15.64  -6.81
H  20.33  14.99  -7.36
H  21.07  13.25  -8.70
H  23.45  12.65  -9.08
H  25.11  14.05  -7.90
H  24.56  15.86  -6.50
H  22.06  16.52  -6.25
C  24.64  13.41  -1.08
C  25.43  14.53  -1.43
C  26.72  14.36  -2.06
C  27.18  13.05  -2.30
C  26.39  11.93  -1.81
C  25.13  12.10  -1.31
H  23.72  13.61  -0.56
H  25.08  15.53  -1.19
H  27.34  15.23  -2.26
H  28.15  12.87  -2.75
H  26.71  10.90  -1.90
H  24.52  11.26  -1.01
C  29.18  15.53  -5.62
C  28.28  15.24  -6.63
C  28.58  15.66  -7.91
C  29.86  16.19  -8.18
C  30.80  16.30  -7.19
C  30.49  15.99  -5.91
H  28.84  15.41  -4.60
H  27.29  14.83  -6.47
H  27.94  15.67  -8.78
H  30.07  16.59  -9.16
H  31.76  16.77  -7.39
H  31.27  16.13  -5.18
C  32.68  16.09  0.61
C  32.13  15.17  1.43
C  31.53  14.06  0.85
C  31.38  13.99  -0.53
C  31.94  14.96  -1.37
C  32.69  15.96  -0.75
H  33.14  16.98  1.03
H  32.06  15.31  2.50
H  31.10  13.32  1.51
H  30.79  13.21  -1.00
H  31.80  15.05  -2.44
H  33.12  16.61  -1.50

=====

Entry 5:
The following is a quantum chemistry calculation of a structure of composition C30H37CdN8O5, from OMol25.

Total charge ... +1
Gap between HOMO and LUMO ... 7.3 eV
Strongest force on any atom ... 0.900 eV/Å

Atoms and positions in Å:
Cd  0.63  0.14  -0.80
O  -1.01  -1.06  3.56
C  -1.48  -2.27  3.18
C  -2.29  -2.96  4.08
C  -2.82  -4.19  3.73
C  -2.54  -4.75  2.48
C  -1.73  -4.08  1.60
C  -1.19  -2.83  1.93
C  -0.34  -2.10  0.97
O  0.03  -0.90  1.22
N  0.02  -2.78  -0.13
N  0.69  -2.03  -1.00
C  1.44  -2.55  -1.90
C  2.18  -1.67  -2.80
C  3.15  -2.19  -3.66
C  3.88  -1.33  -4.45
C  3.63  0.04  -4.37
C  2.65  0.47  -3.51
N  1.94  -0.35  -2.74
H  -0.51  -0.71  2.79
H  -2.50  -2.51  5.04
H  -3.46  -4.71  4.43
H  -2.96  -5.71  2.22
H  -1.46  -4.52  0.65
H  1.57  -3.63  -1.96
H  3.32  -3.26  -3.69
H  4.65  -1.71  -5.11
H  4.19  0.74  -4.97
H  2.40  1.52  -3.41
O  -3.61  -5.60  -0.62
C  -4.63  -4.63  -0.63
N  -3.95  -3.35  -0.65
C  -4.62  -2.23  -0.98
O  -5.80  -2.22  -1.31
C  -3.84  -0.95  -0.90
C  -4.53  0.23  -0.64
C  -3.81  1.41  -0.54
C  -2.44  1.37  -0.69
N  -1.77  0.24  -0.97
C  -2.47  -0.89  -1.09
H  -4.01  -6.47  -0.60
H  -5.27  -4.70  0.26
H  -5.26  -4.69  -1.52
H  -3.04  -3.34  -0.23
H  -5.60  0.19  -0.52
H  -4.31  2.35  -0.33
H  -1.84  2.27  -0.61
H  -1.91  -1.78  -1.34
C  1.28  2.74  3.91
C  0.20  2.83  2.85
N  0.63  2.16  1.63
C  1.95  1.91  1.33
N  2.24  1.11  0.33
C  3.64  0.77  0.12
C  4.52  1.99  0.33
C  4.31  2.48  1.75
N  2.89  2.54  2.08
C  2.56  3.27  3.29
H  1.42  1.69  4.20
H  1.02  3.31  4.79
H  -0.02  3.88  2.64
H  -0.72  2.36  3.20
H  0.03  1.42  1.31
H  3.76  0.39  -0.89
H  3.93  -0.03  0.81
H  4.22  2.76  -0.38
H  5.57  1.75  0.17
H  4.73  3.48  1.87
H  4.82  1.81  2.45
H  2.45  4.34  3.07
H  3.40  3.16  3.99
C  0.90  4.09  -3.48
C  0.22  3.67  -2.21
C  -0.56  4.73  -1.48
O  0.30  2.53  -1.79
H  0.41  4.95  -3.93
H  0.94  3.27  -4.19
H  1.93  4.38  -3.25
H  -0.05  5.69  -1.53
H  -0.73  4.44  -0.45
H  -1.52  4.84  -1.98

=====

Entry 6:
The following is a quantum chemistry calculation of a structure of composition C30H37IrO5, from OMol25.

Total charge ... -1
Gap between HOMO and LUMO (spin up / spin down) ... 1.4 / 5.2 eV
<S²> ... 8.811
Strongest force on any atom ... 5.001 eV/Å
2S+1 ... 6

Atoms and positions in Å:
C  0.36  -0.89  -4.34
C  0.06  -1.48  -2.94
C  -0.10  0.59  -4.31
C  -1.00  0.72  -3.09
H  -0.70  0.70  -5.22
H  0.75  1.29  -4.35
C  -1.20  -0.72  -2.50
H  0.90  -1.21  -2.28
H  -0.05  -2.57  -2.98
C  -1.31  -0.52  -1.01
H  -2.09  -1.22  -2.91
H  -1.98  1.12  -3.40
C  -0.48  1.53  -1.85
C  1.77  -1.14  -4.83
C  -0.45  -1.57  -5.45
O  -1.20  -0.98  -6.22
O  2.71  -1.45  -4.12
O  1.87  -1.00  -6.17
O  -0.27  -2.90  -5.56
C  -1.00  -3.45  -6.66
H  -0.83  -4.52  -6.57
H  -0.61  -3.07  -7.61
H  -2.06  -3.20  -6.60
C  3.14  -1.43  -6.67
H  3.96  -0.86  -6.20
H  3.09  -1.24  -7.74
H  3.29  -2.49  -6.46
O  -0.57  0.66  -0.65
H  -0.92  -1.37  -0.43
H  -2.35  -0.33  -0.70
C  -1.40  2.73  -1.63
C  0.97  1.99  -1.94
H  1.10  2.68  -2.78
H  1.67  1.15  -2.06
H  1.24  2.53  -1.03
H  -1.18  3.21  -0.68
H  -2.45  2.44  -1.63
H  -1.24  3.47  -2.43
Ir  -0.23  -0.46  3.00
C  -2.22  -0.46  4.03
C  -2.36  -0.36  2.60
C  -1.87  -1.58  2.04
H  -2.73  0.49  2.04
C  -1.33  -2.38  3.10
C  -1.56  -1.68  4.33
H  -1.24  -2.00  5.32
H  -2.52  0.29  4.75
H  -1.89  -1.84  0.99
H  -0.81  -3.33  2.98
C  2.13  0.42  3.11
C  2.00  -0.58  4.09
C  1.46  -1.75  3.47
H  2.26  -0.50  5.14
C  1.32  -1.47  2.05
C  1.62  -0.07  1.87
H  1.54  0.47  0.93
H  2.54  1.41  3.29
H  1.27  -2.69  3.97
H  1.05  -2.18  1.27
C  -0.39  1.50  3.47
C  -0.14  1.92  4.89
C  -0.08  1.06  5.99
C  0.18  1.56  7.26
C  0.35  2.93  7.45
C  0.28  3.81  6.36
C  0.05  3.30  5.08
H  0.31  2.07  2.84
H  -1.39  1.87  3.19
H  -0.22  -0.02  5.85
H  0.24  0.85  8.10
H  0.54  3.33  8.45
H  0.41  4.88  6.49
H  0.01  3.96  4.21